1.
{
  "formula": "C29H27F10NO12S3",
  "method": "ωB97M-V/def2-TZVPD",
  "species": ["C", "N", "C", "C", "C", "C", "S", "O", "O", "O", "S", "O", "O", "C", "S", "O", "O", "C", "F", "F", "C", "F", "F", "C", "F", "F", "F", "C", "C", "O", "C", "C", "O", "C", "O", "C", "F", "F", "F", "H", "H", "H", "H", "H", "H", "H", "H", "H", "H", "H", "H", "H", "H", "H", "H", "H", "H", "H", "O", "C", "C", "C", "C", "C", "C", "C", "C", "O", "C", "C", "C", "C", "C", "C", "H", "H", "H", "H", "H", "H", "H", "H"],
  "xyz": [[-2.31, 2.39, 1.81], [-1.00, 2.25, 1.05], [-0.27, 0.95, 1.42], [0.81, 0.47, 0.23], [0.32, -1.02, -0.20], [1.03, -1.67, -1.53], [1.24, -0.53, -2.99], [0.01, -0.77, -3.94], [2.49, -1.02, -3.79], [0.31, -2.01, 0.93], [1.83, -2.11, 1.69], [1.54, -2.61, 3.16], [2.71, -3.19, 1.04], [2.69, -0.43, 1.92], [4.49, -0.57, 2.41], [5.28, -1.73, 1.70], [5.34, 0.71, 2.19], [4.67, -0.97, 4.27], [4.14, -2.32, 4.62], [6.16, -1.06, 4.49], [4.14, 0.24, 5.25], [5.34, 0.80, 5.97], [3.52, 1.39, 4.55], [3.18, -0.38, 6.47], [2.83, 0.81, 7.32], [1.91, -0.96, 5.98], [3.97, -1.29, 7.36], [2.37, 0.62, 0.69], [2.47, 2.15, 1.38], [1.87, 3.16, 0.45], [2.47, 4.48, 0.66], [3.90, 5.01, 0.01], [1.75, 5.36, 1.41], [3.47, 0.64, -0.52], [4.06, -0.66, -0.87], [5.19, -0.51, -1.81], [6.46, -0.06, -1.13], [4.95, 0.45, -2.92], [5.40, -1.85, -2.46], [-2.94, 1.40, 1.76], [-2.15, 2.78, 2.93], [-2.93, 3.25, 1.27], [-1.30, 2.11, 0.04], [-1.15, 0.13, 1.47], [0.20, 0.96, 2.49], [0.55, 1.21, -0.68], [-0.83, -0.92, -0.49], [0.30, -2.53, -1.90], [2.05, -2.25, -1.30], [1.26, 0.84, -2.70], [2.14, 0.04, 2.87], [2.00, 2.19, 2.46], [3.60, 2.51, 1.50], [3.80, 5.16, -1.17], [4.74, 4.21, 0.22], [4.23, 6.07, 0.43], [3.00, 1.22, -1.44], [4.37, 1.33, -0.16], [-7.07, -3.01, -4.19], [-6.35, -2.27, -3.52], [-5.60, -2.81, -2.36], [-5.70, -4.17, -2.04], [-4.97, -4.69, -0.97], [-4.13, -3.85, -0.23], [-4.05, -2.50, -0.54], [-4.79, -1.97, -1.60], [-4.70, -0.53, -1.91], [-4.03, 0.22, -1.21], [-5.44, 0.00, -3.08], [-5.33, 1.36, -3.40], [-5.99, 1.86, -4.52], [-6.76, 1.01, -5.32], [-6.87, -0.34, -5.00], [-6.21, -0.85, -3.87], [-6.35, -4.83, -2.62], [-5.04, -5.74, -0.73], [-3.55, -4.26, 0.59], [-3.40, -1.85, 0.05], [-4.74, 2.03, -2.78], [-5.91, 2.92, -4.77], [-7.26, 1.40, -6.20], [-7.47, -1.00, -5.63]],
  "smiles": "CNC[C@@H]1[C@@H](C[SH](=O)=O)OS(=O)(=O)[C@@H](S(=O)(=O)C(F)(F)C(F)(F)C(F)(F)F)[C@@]1(COC(C)=O)COC(F)(F)F.O=C1c2ccccc2C(=O)c2ccccc21",
  "orbital_gap_ev": 7.996,
  "e_lumo_ev": -2.0,
  "total_energy_ev": -116232.6155
}

***

2.
{
  "formula": "C14H13FN2O5",
  "method": "ωB97M-V/def2-TZVPD",
  "species": ["C", "C", "C", "N", "C", "C", "C", "C", "C", "C", "C", "O", "N", "C", "O", "H", "H", "H", "H", "H", "H", "H", "H", "H", "H", "O", "C", "O", "C", "C", "F", "O", "H", "H", "H"],
  "xyz": [[2.70, 0.30, -0.44], [1.86, 1.29, -1.31], [1.95, 2.81, -0.90], [1.14, 0.92, -2.35], [-0.25, 1.11, -1.97], [-1.22, 1.84, -2.82], [-2.62, 2.06, -2.41], [-3.00, 1.51, -1.11], [-2.05, 0.75, -0.27], [-0.67, 0.53, -0.68], [-2.79, 0.30, 1.03], [-2.37, -0.50, 1.82], [-4.00, 1.09, 1.03], [-4.35, 1.52, -0.34], [-5.47, 1.76, -0.68], [2.96, -0.63, -1.01], [2.16, 0.05, 0.51], [3.62, 0.87, -0.11], [3.05, 3.06, -0.95], [1.60, 2.89, 0.17], [1.34, 3.44, -1.59], [-0.90, 2.25, -3.81], [-3.36, 2.60, -3.03], [-0.02, -0.06, 0.00], [-3.64, 2.00, 1.39], [4.06, -2.89, 1.99], [2.89, -3.09, 2.02], [2.30, -4.05, 2.78], [0.89, -3.88, 2.63], [0.79, -3.17, 1.31], [-0.27, -2.33, 1.28], [1.98, -2.40, 1.28], [0.50, -3.28, 3.46], [0.38, -4.84, 2.63], [0.76, -3.84, 0.45]],
  "smiles": "CC(C)=Nc1ccc2c(c1)C(=O)NC2=O.O=C1OC[C@@H](F)O1",
  "orbital_gap_ev": 7.651,
  "e_lumo_ev": -0.6,
  "total_energy_ev": -30660.6924
}

***

3.
{
  "formula": "C39H50BClN2O17S",
  "method": "ωB97M-V/def2-TZVPD",
  "species": ["C", "C", "B", "O", "N", "C", "O", "C", "C", "C", "Cl", "C", "N", "C", "S", "C", "C", "C", "O", "H", "H", "H", "H", "H", "H", "H", "H", "O", "C", "C", "C", "C", "O", "H", "H", "H", "H", "H", "H", "O", "C", "C", "C", "C", "O", "H", "H", "H", "H", "H", "H", "O", "C", "C", "C", "C", "O", "H", "H", "H", "H", "H", "H", "O", "C", "C", "C", "C", "O", "H", "H", "H", "H", "H", "H", "O", "C", "C", "C", "C", "O", "H", "H", "H", "H", "H", "H", "O", "C", "C", "C", "C", "O", "H", "H", "H", "H", "H", "H", "O", "C", "C", "C", "C", "O", "H", "H", "H", "H", "H", "H"],
  "xyz": [[4.21, -0.58, -1.10], [5.45, 0.04, -0.40], [6.82, -0.69, -0.72], [7.48, -1.34, 0.33], [7.47, -0.72, -2.04], [8.59, 0.16, -2.26], [9.74, -0.08, -1.99], [7.96, 1.39, -2.90], [8.38, 2.68, -2.99], [7.54, 3.58, -3.62], [8.14, 5.24, -3.74], [6.31, 3.17, -4.14], [5.33, 4.06, -4.78], [4.26, 3.94, -4.20], [2.91, 3.74, -3.41], [5.92, 1.83, -4.08], [6.75, 0.96, -3.46], [6.65, -0.55, -3.20], [6.04, -1.38, -3.81], [4.28, -1.66, -1.27], [4.13, -0.14, -2.11], [3.27, -0.34, -0.59], [5.47, 1.12, -0.62], [5.28, -0.04, 0.68], [8.01, -0.66, 0.78], [9.35, 2.97, -2.58], [4.98, 1.48, -4.48], [1.66, -0.36, 1.71], [0.66, -0.52, 1.08], [-0.46, -1.49, 1.38], [-1.23, -1.52, 0.06], [-0.96, -0.14, -0.50], [0.36, 0.21, -0.03], [-1.07, -1.08, 2.19], [-0.07, -2.47, 1.65], [-2.28, -1.74, 0.18], [-0.80, -2.28, -0.59], [-1.67, 0.60, -0.12], [-0.98, -0.12, -1.58], [5.33, 5.54, -1.62], [5.31, 6.72, -1.80], [6.45, 7.65, -1.53], [5.80, 9.02, -1.57], [4.65, 8.78, -2.54], [4.27, 7.40, -2.34], [7.18, 7.53, -2.33], [6.90, 7.44, -0.56], [6.46, 9.83, -1.89], [5.42, 9.28, -0.58], [4.95, 8.91, -3.58], [3.80, 9.42, -2.33], [-2.05, -4.15, 1.02], [-3.01, -4.56, 0.43], [-3.38, -6.01, 0.19], [-4.42, -5.89, -0.92], [-5.02, -4.53, -0.65], [-3.95, -3.74, -0.10], [-3.81, -6.42, 1.11], [-2.51, -6.59, -0.12], [-5.15, -6.70, -0.92], [-3.92, -5.90, -1.89], [-5.83, -4.56, 0.07], [-5.39, -4.05, -1.56], [-4.33, 0.23, -1.83], [-4.67, 0.33, -0.69], [-5.64, 1.34, -0.11], [-5.34, 1.25, 1.38], [-4.87, -0.19, 1.53], [-4.22, -0.49, 0.29], [-6.66, 1.03, -0.35], [-5.44, 2.33, -0.51], [-6.19, 1.49, 2.02], [-4.51, 1.92, 1.63], [-5.70, -0.89, 1.68], [-4.16, -0.30, 2.35], [-2.65, 1.82, 2.03], [-1.71, 2.55, 1.90], [-0.45, 2.57, 2.74], [0.17, 3.91, 2.37], [-0.32, 4.10, 0.94], [-1.62, 3.46, 0.91], [0.18, 1.73, 2.45], [-0.70, 2.51, 3.80], [1.26, 3.93, 2.45], [-0.23, 4.70, 3.01], [0.32, 3.62, 0.21], [-0.43, 5.15, 0.68], [-7.81, 2.93, 6.08], [-6.68, 2.61, 5.87], [-5.58, 2.46, 6.90], [-4.32, 2.44, 6.03], [-4.85, 1.83, 4.74], [-6.21, 2.27, 4.64], [-5.72, 1.53, 7.44], [-5.58, 3.31, 7.59], [-3.50, 1.87, 6.46], [-3.98, 3.46, 5.85], [-4.84, 0.74, 4.75], [-4.29, 2.17, 3.87], [-5.68, -9.53, 0.40], [-5.03, -9.92, -0.52], [-4.57, -11.34, -0.76], [-3.48, -11.15, -1.82], [-3.95, -9.90, -2.54], [-4.63, -9.12, -1.54], [-5.41, -11.93, -1.14], [-4.18, -11.79, 0.15], [-3.35, -12.01, -2.48], [-2.52, -10.96, -1.33], [-4.66, -10.13, -3.34], [-3.13, -9.33, -2.96]],
  "smiles": "CCB(O)N1C(=O)c2cc(Cl)c(N=C=S)cc2C1=O.O=C1CCCO1.O=C1CCCO1.O=C1CCCO1.O=C1CCCO1.O=C1CCCO1.O=C1CCCO1.O=C1CCCO1",
  "orbital_gap_ev": 8.939,
  "e_lumo_ev": -0.3,
  "total_energy_ev": -103078.5477
}

***

4.
{
  "formula": "C18H31Cl21FNO5S",
  "method": "ωB97M-V/def2-TZVPD",
  "species": ["C", "O", "C", "C", "C", "C", "C", "C", "C", "N", "O", "C", "C", "C", "O", "S", "O", "O", "F", "H", "H", "H", "H", "H", "H", "H", "H", "H", "H", "H", "H", "H", "H", "H", "H", "H", "H", "H", "H", "H", "H", "H", "H", "Cl", "C", "Cl", "Cl", "H", "Cl", "C", "Cl", "Cl", "H", "Cl", "C", "Cl", "Cl", "H", "Cl", "C", "Cl", "Cl", "H", "Cl", "C", "Cl", "Cl", "H", "Cl", "C", "Cl", "Cl", "H", "Cl", "C", "Cl", "Cl", "H"],
  "xyz": [[0.92, -5.65, 5.49], [0.18, -5.11, 4.41], [-0.86, -5.98, 3.99], [-1.23, -5.54, 2.52], [-0.03, -5.97, 1.62], [0.16, -5.10, 0.34], [1.03, -5.89, -0.73], [2.44, -5.26, -0.95], [2.57, -4.41, -2.26], [3.19, -3.07, -1.97], [2.15, -2.18, -1.93], [2.35, -1.21, -0.87], [1.17, -0.18, -1.05], [1.30, 0.51, -2.44], [-0.02, -0.98, -1.03], [4.21, -2.60, -3.30], [3.50, -2.71, -4.59], [4.68, -1.22, -3.07], [5.52, -3.56, -3.34], [1.53, -4.81, 5.90], [0.29, -6.01, 6.33], [1.65, -6.43, 5.17], [-1.77, -5.92, 4.63], [-0.56, -7.05, 3.94], [-1.35, -4.43, 2.58], [-2.18, -6.04, 2.23], [0.93, -6.03, 2.18], [-0.25, -7.01, 1.28], [0.58, -4.09, 0.53], [-0.85, -4.98, -0.13], [0.45, -6.04, -1.67], [1.20, -6.90, -0.29], [3.17, -6.10, -1.03], [2.75, -4.63, -0.09], [3.26, -4.91, -2.98], [1.61, -4.25, -2.80], [2.23, -1.72, 0.11], [3.35, -0.74, -0.92], [1.18, 0.52, -0.20], [1.77, 1.51, -2.28], [1.95, -0.04, -3.16], [0.32, 0.64, -2.96], [-0.57, -0.66, -0.31], [1.04, 3.43, 1.01], [-0.70, 3.50, 0.73], [-1.05, 4.31, -0.80], [-1.39, 1.87, 0.74], [-1.16, 4.07, 1.53], [-3.78, -5.69, -0.80], [-5.04, -4.89, 0.15], [-6.26, -6.05, 0.68], [-4.33, -4.05, 1.54], [-5.53, -4.15, -0.48], [-1.38, 7.94, -4.95], [-1.15, 7.09, -3.41], [-1.86, 8.01, -2.07], [-1.85, 5.47, -3.49], [-0.09, 7.00, -3.23], [-4.09, 11.74, -5.18], [-4.16, 10.29, -4.17], [-4.06, 10.72, -2.46], [-5.65, 9.38, -4.49], [-3.32, 9.66, -4.41], [8.82, -4.92, -4.93], [8.92, -4.47, -3.23], [8.80, -5.90, -2.20], [10.41, -3.58, -2.90], [8.08, -3.81, -3.00], [-3.80, 10.27, 0.68], [-5.00, 11.04, 1.72], [-6.21, 9.86, 2.25], [-4.22, 11.80, 3.11], [-5.51, 11.81, 1.15], [-2.52, 9.41, 5.71], [-3.73, 10.18, 6.75], [-4.94, 9.00, 7.26], [-2.96, 10.93, 8.14], [-4.23, 10.95, 6.17]],
  "smiles": "COCCCCCCCN(OC[C@@H](C)O)S(=O)(=O)F.ClC(Cl)Cl.ClC(Cl)Cl.ClC(Cl)Cl.ClC(Cl)Cl.ClC(Cl)Cl.ClC(Cl)Cl.ClC(Cl)Cl",
  "orbital_gap_ev": 10.084,
  "e_lumo_ev": 0.1,
  "total_energy_ev": -307415.2074
}